1.
DFT (ωB97M-V with the def2-TZVPD basis set) results for a molecular structure, C39H41MnN10O6PS2 at a distorted geometry.

Summary:
- Total charge: -2
- HOMO-LUMO gap (spin up / spin down): 2.61 / 5.36 eV
- F_max: 3.973 eV/Å
- E_HOMO (spin up / spin down): 0.043 / -0.058 Eh
- Spin multiplicity: 6
- <S²>: 8.843
- LUMO (spin up / spin down): 3.78 / 3.78 eV
- Electronic energy: -130573.163 eV

Last column: Mulliken spin population.
CARTESIAN COORDINATES (ANGSTROEM)
Mn -0.35571 -1.90491 0.09325  4.05
N -2.22793 -2.16713 -1.31934  0.09
C -2.00309 -3.42773 -2.03910  0.02
C -1.24533 -4.39173 -1.12540  0.00
O -1.31928 -5.62031 -1.25532  0.02
N -0.53627 -3.74278 -0.19735  0.00
C 0.15971 -4.50123 0.82039  0.01
C 0.52085 -3.59099 2.00810  -0.02
O 0.97680 -4.10886 3.03743  0.01
O 0.35216 -2.33579 1.83458  0.08
H -3.09506 -2.25013 -0.79751  0.00
H -2.40123 -1.44562 -2.01537  -0.01
H -1.38866 -3.22203 -2.91681  0.00
H -2.93094 -3.89632 -2.37689  0.00
H 1.09045 -4.94328 0.43565  0.00
H -0.44080 -5.33618 1.19361  0.00
C 0.63266 -0.21482 4.64634  0.00
O -0.43864 0.67823 4.96286  0.00
C -0.25926 2.00944 4.69784  0.00
C -0.42475 2.86988 5.77360  0.00
C -0.33677 4.24676 5.63143  0.00
C -0.05525 4.77211 4.37776  0.00
C 0.10501 3.93103 3.29722  0.00
C -0.01584 2.53683 3.41690  0.00
N 0.21622 1.79212 2.25875  0.00
C -0.39790 0.65890 1.76369  0.02
N -1.53403 0.31374 2.38524  0.00
C -2.24729 -0.89357 2.30580  -0.03
C -2.01544 -1.86731 1.33770  -0.10
C -2.82161 -3.01298 1.47245  -0.03
C -3.76110 -3.18079 2.47467  -0.01
C -3.97479 -2.17999 3.41262  0.01
C -3.21251 -1.03564 3.31614  -0.01
O -3.33268 0.03699 4.18235  0.00
C -3.94622 -0.20503 5.42106  0.00
N 0.07630 0.07425 0.69342  0.03
C 1.26952 0.71476 0.21396  0.01
C 1.20545 1.60543 -0.85709  0.03
C 2.35689 2.16885 -1.39633  0.00
C 3.59086 1.86097 -0.85515  0.00
C 3.67004 1.06304 0.28047  0.00
C 2.51514 0.52508 0.83759  -0.04
O 2.50684 -0.18253 2.00144  0.01
C 3.74111 -0.40328 2.64286  0.00
H 0.26056 -1.21788 4.84112  0.00
H 1.49428 -0.01498 5.29450  0.00
H 0.94219 -0.16437 3.60465  0.00
H -0.62450 2.42816 6.74153  0.00
H -0.47802 4.89109 6.48887  0.00
H 0.02870 5.84293 4.23989  0.00
H 0.30760 4.33142 2.31095  0.00
H 0.82623 2.23689 1.58854  0.00
H -1.76681 0.84942 3.20575  0.00
H -2.71386 -3.83191 0.77277  -0.01
H -4.32608 -4.10387 2.54262  0.00
H -4.70818 -2.30636 4.19777  0.00
H -3.73387 0.66320 6.04400  0.00
H -3.54165 -1.10157 5.90047  0.00
H -5.03186 -0.31700 5.32158  0.00
H 0.23711 1.86372 -1.25825  -0.01
H 2.28133 2.82879 -2.25071  0.00
H 4.50145 2.25880 -1.28824  0.00
H 4.63641 0.85373 0.71860  0.00
H 3.51834 -1.00899 3.51975  0.00
H 4.19506 0.54114 2.96517  0.00
H 4.44064 -0.94351 1.99831  0.00
N 4.45365 -2.15010 -2.46099  0.00
N 3.56161 -2.39116 -1.44539  0.01
N 3.94182 -2.49755 -0.17272  0.00
C 2.77364 -2.50649 0.42189  0.01
N 1.73824 -2.36119 -0.42884  -0.06
N 2.25767 -2.31499 -1.62289  -0.01
H 4.32287 -2.85409 -3.17614  0.00
H 4.24737 -1.24010 -2.86009  0.00
H 2.67252 -2.63774 1.48470  0.00
S -2.75003 -0.47083 -4.28437  0.02
P -1.06393 0.46644 -3.77629  0.12
S 0.04758 -0.80975 -2.29647  0.16
C 0.13188 0.31767 -5.19902  0.02
C -0.21623 0.96981 -6.38327  -0.04
C 0.60772 0.91938 -7.49761  0.00
C 1.79329 0.19869 -7.45783  -0.02
C 2.13875 -0.47057 -6.29318  0.01
C 1.31350 -0.41843 -5.17515  0.00
C -1.35360 2.25878 -3.90782  0.07
C -2.63717 2.80928 -3.68028  0.15
C -2.81378 4.17406 -3.58787  -0.09
C -1.72524 5.05190 -3.67893  0.31
C -0.44150 4.51669 -3.83575  -0.12
C -0.25223 3.15502 -3.93176  0.18
H -1.14389 1.52728 -6.42141  0.02
H 0.32477 1.44560 -8.40297  0.00
H 2.43477 0.14750 -8.33126  0.00
H 3.06367 -1.03899 -6.25512  0.00
H 1.57367 -0.94596 -4.26624  -0.01
H -3.48509 2.13726 -3.62338  0.04
H -3.81293 4.57606 -3.44889  -0.01
H -1.87307 6.12506 -3.63602  0.05
H 0.41125 5.18798 -3.88385  -0.01
H 0.74572 2.74715 -4.05997  0.08


2.
DFT (ωB97M-V with the def2-TZVPD basis set) results for a single C10H16N2O molecule at a distorted geometry.

Summary:
- Total charge: 0
- HOMO-LUMO gap: 8.37 eV
- F_max: 5.176 eV/Å
- E_HOMO: -0.295 Eh
- ΔE to the lowest compared entry with this formula, charge and spin: 86.4 kcal/mol
- LUMO: 0.34 eV
- Electronic energy: -15653.248 eV

Last column: Löwdin charge in e.
CARTESIAN COORDINATES (ANGSTROEM)
C -3.17122 1.71237 -0.82170  -0.20
C -3.79266 -0.31576 -1.11534  -0.13
C -2.76633 -0.33060 -0.20044  -0.35
C -2.28072 -1.43536 0.60461  -0.10
C -1.01677 -2.12737 -0.01690  -0.13
C 0.16722 -0.01321 0.11866  0.03
C 2.31972 0.01964 -1.01412  -0.05
C 2.25305 -0.41379 1.44403  -0.05
C 1.58099 1.88005 0.41797  -0.06
C 1.60274 0.36113 0.32032  -0.61
N -4.12480 0.97355 -1.39478  0.03
N -2.32969 0.94480 -0.06454  0.07
O 0.15218 -1.31964 0.04362  -0.07
H -3.28340 2.83065 -0.88061  0.12
H -2.06156 -1.05039 1.58161  0.11
H -3.02041 -2.32961 0.63086  0.15
H -0.63604 -2.88828 0.53761  0.09
H -1.27055 -2.51529 -1.04075  0.15
H -4.50380 -1.12329 -1.28082  0.10
H 3.46073 0.08402 -0.88804  0.11
H 2.00298 0.66035 -1.89288  0.10
H 2.09720 -1.01478 -1.32860  0.08
H 1.76759 -0.24686 2.38183  0.07
H 2.42680 -1.51573 1.12345  0.12
H 3.32758 -0.16445 1.66099  0.10
H 1.12902 2.22567 1.39632  0.11
H 1.11229 2.35939 -0.33063  0.04
H 2.56591 2.19940 0.51849  0.06
H -1.34413 1.10369 0.25047  0.10